# 1
{
  "formula": "C50H56As2ILuN4O3Si2",
  "method": "ωB97M-V/def2-TZVPD",
  "symbols": ["Lu", "C", "Si", "C", "C", "N", "C", "C", "C", "C", "C", "C", "O", "C", "C", "C", "C", "C", "C", "H", "H", "H", "H", "H", "H", "H", "H", "H", "H", "H", "H", "H", "H", "H", "H", "H", "H", "C", "C", "As", "C", "C", "C", "C", "C", "C", "C", "C", "C", "C", "C", "C", "As", "C", "C", "C", "C", "C", "C", "C", "C", "C", "C", "C", "C", "H", "H", "H", "H", "H", "H", "H", "H", "H", "H", "H", "H", "H", "H", "H", "H", "H", "H", "H", "H", "H", "H", "H", "H", "I", "N", "C", "O", "N", "O", "N", "C", "C", "C", "C", "C", "H", "H", "H", "H", "H", "C", "Si", "C", "C", "H", "H", "H", "H", "H", "H", "H", "H", "H"],
  "xyz": [[-0.48412, -18.28202, 12.68258], [-3.30930, -16.06850, 12.04625], [-3.23348, -16.34385, 13.87541], [-3.22505, -14.64919, 14.68160], [-4.74097, -17.20386, 14.49354], [-1.72454, -17.12641, 14.28665], [-1.35947, -16.91186, 15.59402], [-2.24477, -17.22750, 16.67736], [-2.06999, -16.71757, 17.95875], [-1.02511, -15.85343, 18.24628], [-0.05560, -15.61769, 17.27095], [-0.16749, -16.20170, 16.00018], [0.83200, -16.18423, 15.04086], [1.71330, -15.12958, 14.89757], [1.29659, -13.80265, 14.85691], [2.26194, -12.83856, 14.52896], [3.55954, -13.20236, 14.23204], [3.98106, -14.52927, 14.26408], [3.03288, -15.48388, 14.61166], [-4.39498, -16.08220, 11.76736], [-2.76792, -16.87106, 11.50041], [-2.88521, -15.08842, 11.77592], [-4.19351, -14.15092, 14.41166], [-2.42936, -13.96384, 14.31400], [-3.16008, -14.71588, 15.80943], [-5.33085, -17.45998, 13.58331], [-5.29895, -16.47014, 15.10110], [-4.54202, -18.16061, 15.03709], [-3.21290, -17.63207, 16.42923], [-2.78221, -16.92423, 18.76620], [-0.91710, -15.34598, 19.20884], [0.84033, -15.08599, 17.55678], [0.26978, -13.52831, 15.09966], [2.00137, -11.77303, 14.52432], [4.24789, -12.45417, 13.84278], [4.99974, -14.80889, 13.89644], [3.24443, -16.55140, 14.56621], [4.60264, -18.49635, 11.52423], [4.93905, -19.12611, 12.88967], [3.74895, -20.47790, 13.83001], [4.35602, -20.20881, 15.73052], [4.35841, -21.27976, 16.61586], [4.48634, -21.07621, 17.98606], [4.71609, -19.80039, 18.48588], [4.81397, -18.73625, 17.61014], [4.59384, -18.92658, 16.26195], [4.78463, -22.13118, 13.57635], [4.28290, -23.00759, 12.64451], [4.92079, -24.18958, 12.31375], [6.09184, -24.52910, 13.01340], [6.63572, -23.62438, 13.95736], [5.92333, -22.46903, 14.27055], [2.79743, -18.71644, 10.76619], [2.87220, -20.53691, 10.11529], [1.71055, -21.15400, 9.64185], [1.76370, -22.42235, 9.03956], [3.00273, -23.08871, 8.95098], [4.15076, -22.50029, 9.47619], [4.07490, -21.23328, 10.03006], [2.55097, -17.48043, 9.31226], [2.63624, -17.97990, 7.98163], [2.59827, -17.12654, 6.87949], [2.47997, -15.73807, 7.09930], [2.35988, -15.25238, 8.39832], [2.39771, -16.09645, 9.50329], [5.29179, -18.82621, 10.75513], [4.65405, -17.40925, 11.61057], [5.03231, -18.31193, 13.62710], [5.94623, -19.58126, 12.82634], [4.28235, -22.30933, 16.25525], [4.53349, -21.94402, 18.67699], [4.82717, -19.67637, 19.54380], [5.05310, -17.73806, 18.01049], [4.63199, -18.07628, 15.59825], [3.37940, -22.71696, 12.10535], [4.45440, -24.78558, 11.51274], [6.59783, -25.46002, 12.76927], [7.59207, -23.84979, 14.42821], [6.29515, -21.80611, 15.03972], [0.71693, -20.67416, 9.72374], [0.87462, -22.92160, 8.64212], [3.04882, -24.05345, 8.41858], [5.09488, -23.02283, 9.42214], [4.93531, -20.77381, 10.51014], [2.64203, -19.03462, 7.82301], [2.69927, -17.49561, 5.86275], [2.51490, -15.03540, 6.27836], [2.24264, -14.16387, 8.54302], [2.22444, -15.74711, 10.50479], [-3.63164, -20.14160, 12.40902], [-0.44630, -20.23970, 13.78302], [-0.41409, -21.39681, 14.02777], [1.13594, -17.10932, 12.31193], [1.87450, -18.28643, 12.46346], [-0.50738, -18.71340, 10.62989], [-1.11360, -18.25343, 9.50477], [-1.81882, -19.15705, 8.78179], [-2.28837, -18.71552, 7.52993], [-2.19723, -17.36793, 7.14117], [-1.66360, -16.48194, 8.07780], [-1.13051, -16.91746, 9.28298], [-1.96170, -20.15359, 9.21947], [-2.76744, -19.47287, 6.90287], [-2.49041, -17.04390, 6.12083], [-1.65127, -15.40187, 7.89835], [-0.65556, -16.28998, 10.02893], [-2.34940, -21.38898, 16.14664], [-0.50543, -21.73482, 15.86906], [0.59323, -20.63924, 16.97214], [-0.14504, -23.37568, 16.50198], [-2.66472, -22.02930, 17.03240], [-2.95287, -21.76826, 15.28610], [-2.59924, -20.32508, 16.33817], [0.60194, -21.10202, 18.00949], [0.18699, -19.60083, 17.02022], [1.63344, -20.50715, 16.61750], [0.51098, -23.23820, 17.38772], [0.31745, -24.02865, 15.75529], [-1.10459, -23.84120, 16.81768]],
  "forces_ev_per_angstrom": [[-1.100, -1.413, 2.992], [-0.418, 0.003, -0.827], [1.756, -0.421, 1.058], [-0.512, 1.021, 0.532], [-0.946, -0.617, -0.302], [0.320, 0.129, -1.150], [-0.191, 0.544, 1.606], [0.463, 0.938, -0.547], [-0.130, 0.364, 0.549], [0.303, 0.072, -0.030], [0.149, -0.883, -0.715], [-0.792, -0.344, 0.195], [0.445, 0.613, 0.237], [-0.584, -0.482, -0.192], [0.516, 0.280, 0.235], [-0.658, 0.123, 0.405], [0.825, 0.255, -0.623], [-0.143, -0.195, -0.420], [0.202, -0.473, -0.208], [0.953, -0.105, -0.144], [-0.577, 0.335, 0.093], [-0.069, -0.273, 0.036], [0.575, -0.248, 0.362], [-0.282, -0.531, 0.237], [-0.080, 0.107, -1.196], [0.094, 0.006, 0.748], [-0.037, -0.501, -0.017], [-0.258, 0.893, -0.507], [0.184, -0.564, 0.035], [0.049, -0.034, -0.498], [-0.114, -0.391, -0.203], [0.103, 0.238, -0.239], [0.244, -0.140, -0.131], [-0.030, -0.484, -0.115], [-0.063, 0.031, 0.331], [-1.004, 0.209, 0.596], [-0.023, 0.186, 0.061], [-0.397, 0.154, -0.480], [0.579, -0.153, 0.612], [0.006, 0.199, 0.447], [-0.107, 0.846, -0.346], [-0.172, -0.553, 0.167], [0.577, -0.506, 0.354], [-0.103, -0.583, -0.265], [0.050, 0.752, 0.574], [-0.039, -0.562, -0.684], [-0.404, 0.509, 0.217], [-0.636, 0.086, -0.847], [0.218, -0.274, 0.372], [-0.011, 0.560, -0.367], [-0.719, -0.814, -0.533], [1.218, -0.151, -0.038], [-0.794, -0.182, 3.187], [-0.425, -0.298, -0.934], [-0.965, -0.406, -0.425], [0.827, -0.018, 0.287], [-0.537, 0.091, -0.368], [-0.396, -0.112, -0.433], [0.155, 0.479, 0.564], [0.510, 0.019, -1.606], [-0.471, 0.918, 0.545], [0.026, 0.874, 0.551], [0.214, -0.770, 0.358], [-0.082, 0.686, -0.143], [-0.197, -0.947, -0.072], [0.360, 0.175, -0.057], [0.162, -0.024, -0.100], [-0.122, -0.330, -0.300], [-0.432, 0.162, 0.023], [-0.236, 0.377, 0.058], [-0.278, 0.650, -0.582], [0.117, 0.207, 0.388], [-0.236, -0.480, -0.348], [-0.059, 0.148, -0.010], [0.105, -0.231, 0.192], [0.554, -0.038, 0.597], [0.059, 0.165, 0.120], [-0.309, 0.022, 0.055], [0.164, 0.056, -0.046], [0.773, -0.081, 0.102], [0.227, 0.382, 0.248], [0.049, 0.491, 0.488], [0.077, 0.019, 0.087], [0.131, -0.294, -0.356], [0.300, -0.642, -0.077], [-0.094, -0.115, 0.200], [-0.110, -0.066, -0.113], [0.063, -0.696, 0.017], [0.173, 0.291, 0.348], [0.151, 0.404, -0.571], [0.489, 3.189, -1.515], [0.583, -2.616, 0.721], [0.979, 1.347, -0.478], [-0.016, -0.125, -1.118], [-0.866, 0.428, -3.040], [-0.092, -0.820, 2.442], [0.147, 1.116, -1.097], [-0.219, -0.391, 0.395], [0.319, -0.705, 0.133], [0.055, 0.823, 0.060], [-0.085, -0.811, -1.212], [0.271, 0.564, -0.149], [0.138, 0.418, 0.139], [0.056, -0.213, 1.015], [0.034, -0.466, -0.047], [-0.006, -0.198, -0.089], [-0.546, -0.879, 0.858], [-0.778, 1.996, 0.055], [-0.196, 0.652, 0.457], [-0.014, -1.936, 0.758], [0.161, 0.911, -0.708], [0.514, 0.471, 0.461], [0.151, -0.613, -0.191], [0.062, 0.713, -1.074], [0.158, -0.664, 0.157], [-0.402, -0.353, 0.152], [-0.343, -0.476, -0.537], [0.092, -0.045, 0.222], [0.670, 0.041, -0.068]],
  "multiplicity": 2,
  "orbital_gap_ev": [2.563, 5.494],
  "charge": -1,
  "homo_energy_ev": [-1.24, -4.07]
}

***

# 2
{
  "formula": "C50H56BrN3OP3S4Sc",
  "method": "ωB97M-V/def2-TZVPD",
  "symbols": ["Sc", "C", "C", "C", "P", "C", "C", "C", "C", "C", "C", "C", "C", "C", "N", "C", "C", "C", "C", "C", "C", "P", "C", "C", "C", "C", "C", "C", "H", "H", "H", "H", "H", "H", "H", "H", "H", "H", "H", "H", "H", "H", "H", "H", "H", "H", "H", "H", "H", "H", "H", "H", "H", "H", "H", "H", "H", "H", "H", "H", "H", "H", "H", "H", "N", "C", "C", "C", "C", "C", "C", "P", "C", "C", "C", "C", "C", "C", "C", "C", "C", "C", "C", "C", "H", "H", "H", "H", "H", "H", "H", "H", "H", "H", "H", "H", "H", "H", "H", "H", "O", "C", "S", "C", "C", "S", "S", "S", "Br", "C", "C", "C", "C", "N", "C", "H", "H", "H", "H"],
  "xyz": [[-0.58398, 0.07506, 0.16816], [1.63062, 4.16996, -0.25194], [1.95462, 3.54046, 1.09856], [3.31792, 2.85996, 1.06856], [0.62262, 2.31646, 1.62816], [0.89402, 2.21276, 3.50426], [-0.45998, 1.96626, 4.16566], [1.64042, 3.33096, 4.22976], [-0.83388, 3.39416, 1.50856], [-0.83828, 4.61916, 2.17026], [-1.91808, 5.47136, 2.12366], [-3.01028, 5.10506, 1.34516], [-3.01358, 3.91886, 0.65126], [-1.94398, 2.99226, 0.72146], [-1.89618, 1.85036, -0.03344], [-3.03078, 1.55866, -0.80864], [-4.31598, 1.42956, -0.26624], [-5.41038, 1.24676, -1.08814], [-5.25508, 1.21326, -2.46514], [-3.98928, 1.27966, -3.01834], [-2.87128, 1.41896, -2.20524], [-1.13878, 1.20706, -2.75524], [-0.63898, 2.94506, -3.37104], [-1.17738, 3.99006, -2.40164], [-1.05708, 3.34656, -4.78474], [-1.37058, 0.35706, -4.43554], [-0.00008, 0.13446, -5.08074], [-2.17848, -0.93874, -4.43334], [2.45242, 4.81246, -0.56724], [1.48382, 3.40926, -1.01784], [0.72932, 4.77596, -0.18954], [1.96912, 4.34066, 1.84536], [3.34902, 2.09426, 0.29466], [4.10022, 3.58436, 0.84766], [3.54712, 2.39456, 2.02476], [1.49982, 1.31216, 3.63496], [-1.04068, 2.88446, 4.21236], [-1.04278, 1.23016, 3.61176], [-0.32218, 1.59556, 5.17966], [1.07902, 4.26056, 4.24056], [1.77552, 3.02166, 5.26656], [2.62722, 3.50976, 3.81026], [0.04122, 4.91476, 2.72076], [-1.90018, 6.41176, 2.65456], [-3.85688, 5.77176, 1.26256], [-3.84698, 3.69616, 0.00226], [-4.43548, 1.46836, 0.80906], [-6.39558, 1.14206, -0.65714], [-6.11408, 1.08906, -3.10624], [-3.87598, 1.23236, -4.09054], [0.45952, 2.94616, -3.31544], [-2.25358, 4.08646, -2.52224], [-0.97948, 3.71926, -1.37094], [-0.72328, 4.95976, -2.59784], [-2.13958, 3.29316, -4.89204], [-0.75868, 4.38256, -4.95324], [-0.58508, 2.74216, -5.55544], [-1.92438, 1.07356, -5.04804], [0.49282, -0.73854, -4.66254], [-0.10788, -0.03914, -6.15044], [0.65612, 0.99286, -4.94004], [-1.63908, -1.78024, -4.00994], [-3.09888, -0.84824, -3.86484], [-2.42618, -1.19894, -5.46234], [0.42222, -1.50154, -2.21334], [1.03682, -2.75324, -2.50734], [0.89402, -3.45724, -3.69524], [1.59982, -4.63574, -3.86924], [2.44682, -5.11254, -2.88274], [2.52572, -4.46154, -1.66374], [1.80372, -3.29194, -1.47644], [1.56502, -2.44614, 0.13346], [0.41282, -3.68434, 0.84556], [-0.61978, -4.16114, 0.03536], [-1.63118, -4.93584, 0.57316], [-1.61418, -5.27624, 1.91586], [-0.58268, -4.82464, 2.72126], [0.41352, -4.01934, 2.19626], [3.27092, -2.81904, 0.73406], [3.69972, -3.78384, 1.63526], [5.04782, -3.89474, 1.94626], [5.98272, -3.06654, 1.34986], [5.57042, -2.13434, 0.41136], [4.22962, -2.01654, 0.11126], [-0.50068, -1.45164, -2.63974], [0.98722, -0.72824, -2.56494], [0.22092, -3.11464, -4.46804], [1.49432, -5.18704, -4.78924], [3.00502, -6.02344, -3.04424], [3.13352, -4.86914, -0.86674], [-0.65018, -3.91124, -1.01604], [-2.45038, -5.25544, -0.05444], [-2.40738, -5.87934, 2.33306], [-0.56488, -5.07864, 3.77116], [1.18852, -3.63844, 2.84586], [2.99362, -4.46344, 2.08756], [5.37332, -4.64174, 2.65646], [7.02502, -3.13834, 1.62136], [6.29542, -1.49944, -0.07644], [3.90922, -1.29294, -0.62934], [-6.57648, -3.47214, 1.74176], [-5.53408, -2.94004, 1.49226], [-4.82878, -2.86424, -0.12554], [-3.39118, -1.93774, 0.29136], [-3.25108, -1.58954, 1.58866], [-1.95158, -0.67064, 2.24346], [-4.52088, -2.12344, 2.68906], [-2.27628, -1.59074, -0.96894], [5.32782, 0.08066, 3.06316], [3.54242, -0.51724, 3.28236], [3.12912, -1.07034, 4.48476], [1.80272, -1.44374, 4.58956], [0.96102, -1.27344, 3.49866], [1.37172, -0.76364, 2.34146], [2.64152, -0.38654, 2.24066], [3.82412, -1.18984, 5.30176], [1.42322, -1.86274, 5.50636], [-0.08868, -1.53154, 3.55036], [2.94592, 0.04236, 1.29386]],
  "forces_ev_per_angstrom": [[-1.214, -0.374, 0.164], [-0.097, 0.008, 0.195], [-0.067, -0.406, -0.193], [-0.131, 0.124, 0.148], [0.065, 1.155, 0.307], [-0.017, -0.378, -0.168], [0.056, -0.167, -0.113], [0.010, -0.119, -0.264], [-0.172, -0.414, -0.155], [-0.055, -0.031, -0.049], [-0.012, 0.182, 0.038], [0.143, 0.012, 0.051], [-0.093, -0.197, -0.179], [0.318, 0.673, 0.286], [0.657, -1.114, 0.297], [-0.593, 0.065, -0.685], [0.407, -0.133, 0.036], [-0.017, 0.001, -0.034], [-0.086, -0.098, -0.098], [0.096, 0.160, 0.139], [0.235, 0.090, 0.452], [-0.417, 0.580, -0.861], [0.155, -0.221, 0.172], [0.151, -0.109, 0.131], [0.140, -0.168, 0.144], [0.119, 0.006, 0.377], [-0.117, 0.174, -0.016], [-0.105, 0.135, 0.054], [0.088, 0.036, -0.038], [-0.024, -0.102, -0.132], [-0.030, -0.006, -0.084], [-0.051, -0.148, 0.011], [0.018, -0.120, -0.097], [0.097, 0.058, -0.008], [0.140, -0.104, 0.067], [-0.074, 0.077, -0.014], [-0.071, 0.051, -0.010], [-0.098, 0.048, 0.120], [0.051, -0.042, 0.135], [0.012, 0.099, 0.035], [0.007, 0.000, 0.070], [0.108, 0.091, 0.001], [0.016, 0.057, 0.073], [-0.012, 0.053, 0.029], [-0.086, 0.024, -0.042], [-0.034, 0.083, 0.090], [0.018, 0.020, 0.036], [-0.060, -0.018, 0.061], [-0.109, 0.026, -0.063], [-0.013, -0.075, -0.115], [-0.131, 0.008, -0.015], [-0.146, 0.022, 0.038], [-0.001, 0.083, 0.055], [0.056, 0.116, -0.054], [-0.103, 0.005, -0.072], [-0.015, 0.043, -0.001], [-0.060, -0.030, -0.101], [0.063, -0.021, 0.112], [0.071, -0.068, 0.019], [0.005, 0.007, -0.115], [0.109, 0.035, -0.074], [0.082, -0.149, -0.016], [-0.060, -0.066, -0.028], [-0.019, -0.077, -0.096], [-0.441, 0.489, -0.548], [0.472, -0.351, 0.416], [-0.079, 0.060, 0.000], [0.006, 0.006, -0.105], [0.001, -0.171, 0.142], [-0.036, 0.044, -0.204], [-0.219, 0.353, 0.007], [0.463, -0.861, -0.344], [0.099, 0.160, 0.105], [0.166, -0.060, 0.024], [-0.047, -0.046, 0.000], [-0.010, 0.037, 0.014], [-0.042, -0.013, 0.143], [0.055, 0.015, -0.067], [-0.147, 0.073, 0.009], [-0.222, 0.101, -0.040], [0.191, -0.039, 0.049], [-0.021, -0.098, 0.085], [0.061, -0.051, -0.088], [-0.007, -0.010, 0.046], [0.359, 0.192, 0.002], [-0.232, -0.187, -0.024], [0.020, 0.131, -0.095], [-0.027, -0.064, -0.163], [0.033, -0.058, -0.026], [-0.007, 0.010, 0.026], [-0.020, -0.055, 0.100], [-0.032, -0.054, -0.076], [-0.053, -0.037, 0.035], [0.002, -0.036, 0.096], [-0.011, -0.100, 0.019], [-0.063, -0.028, 0.054], [-0.007, -0.054, 0.060], [0.101, -0.057, -0.007], [0.038, 0.072, -0.041], [-0.009, 0.106, -0.043], [-0.374, -0.235, 0.146], [0.379, 0.221, -0.138], [0.117, 0.041, -0.151], [-0.465, -0.083, 0.609], [-0.594, -0.371, -0.592], [0.679, 0.317, -0.391], [0.162, 0.139, 0.075], [0.700, 0.497, 0.218], [-0.185, 0.054, 0.101], [0.165, 0.073, -0.050], [0.001, 0.105, -0.204], [0.110, -0.003, -0.055], [-0.042, 0.048, 0.250], [-0.304, 0.333, 0.350], [0.205, 0.136, 0.080], [0.035, 0.002, 0.073], [-0.096, -0.071, 0.119], [0.025, -0.073, 0.016], [0.048, -0.001, 0.033]],
  "multiplicity": 1,
  "relative_energy_kj_mol": 136.6,
  "orbital_gap_ev": 6.170,
  "charge": 0,
  "homo_energy_ev": -6.47
}